# C30H30N9O6SW

A molecular structure, C30H30N9O6SW (ωB97M-V/def2-TZVPD, OMol25).

CARTESIAN COORDINATES (ANGSTROEM)
W -0.316 0.036 -0.242
C -2.866 -0.162 3.901
O -3.146 -1.286 3.064
C -2.109 -2.170 2.914
C -2.200 -3.430 3.464
C -1.206 -4.388 3.249
C -0.131 -4.077 2.454
C -0.037 -2.807 1.858
C 1.055 -2.518 0.984
N 1.162 -1.458 0.249
N 2.378 -1.383 -0.443
C 2.477 -0.213 -0.985
O 1.512 0.667 -0.882
C 3.672 0.185 -1.750
C 3.634 1.358 -2.501
C 4.745 1.741 -3.234
C 5.893 0.960 -3.215
C 5.931 -0.210 -2.466
C 4.822 -0.602 -1.735
C -1.009 -1.828 2.103
O -0.920 -0.615 1.596
H -3.783 0.421 3.944
H -2.058 0.442 3.485
H -2.604 -0.495 4.907
H -3.071 -3.660 4.064
H -1.292 -5.366 3.701
H 0.646 -4.808 2.262
H 1.886 -3.218 0.938
H 2.732 1.955 -2.515
H 4.713 2.647 -3.825
H 6.760 1.259 -3.788
H 6.827 -0.815 -2.454
H 4.838 -1.508 -1.145
N -0.001 -1.038 -2.461
N 0.259 0.034 -3.329
C -0.268 1.278 -2.981
O -0.218 2.207 -3.752
O -0.782 1.310 -1.779
H 0.817 -1.641 -2.418
H -0.806 -1.581 -2.759
H 0.356 -0.156 -4.314
N -4.476 1.327 0.033
C -3.172 1.584 -0.053
N -2.531 0.439 -0.154
C -3.515 -0.502 -0.122
N -4.715 0.002 0.006
C -3.196 -1.920 -0.270
C -4.105 -2.929 0.026
N -3.785 -4.207 -0.116
C -2.559 -4.473 -0.552
C -1.647 -3.467 -0.837
N -1.960 -2.183 -0.696
H -5.242 1.978 0.100
H -2.725 2.563 -0.059
H -5.095 -2.684 0.390
H -2.289 -5.516 -0.667
H -0.642 -3.703 -1.170
C 3.480 5.957 -2.908
C 2.879 5.074 -1.852
C 1.553 4.655 -1.937
C 0.990 3.851 -0.957
C 1.783 3.451 0.104
C 3.117 3.822 0.203
C 3.650 4.648 -0.771
S 1.153 2.379 1.364
C 0.565 3.591 2.535
O -0.199 1.819 0.853
H 2.845 6.008 -3.791
H 4.464 5.595 -3.209
H 3.611 6.973 -2.529
H 0.951 4.935 -2.791
H -0.025 3.494 -1.057
H 3.737 3.462 1.016
H 4.690 4.945 -0.706
H -0.154 4.236 2.032
H 1.424 4.167 2.876
H 0.109 3.060 3.368

**Multiplicity**: 3
**Total charge**: +1
**Relative energy (zero: lowest compared OMol25 entry of this formula, charge and spin)**: 55.7 kJ/mol
**Expectation value of S²**: 2.015
**LUMO level (alpha / beta)**: -0.105 / -0.112 hartree

Atom charges from the Mulliken analysis, given in e for atoms 1 to 8:
1 W 1.58
2 C -0.63
3 O -0.43
4 C 0.31
5 C -0.47
6 C -0.75
7 C -1.12
8 C 0.46

=====

# C23H34ClIN2O7S2

3 unconnected molecules or ions with the total composition C23H34ClIN2O7S2 (ωB97M-V/def2-TZVPD, OMol25).

CARTESIAN COORDINATES (ANGSTROEM)
O -2.234 -0.265 3.181
S -0.873 -0.346 2.390
O 0.239 -0.323 3.500
Cl -0.719 -2.182 1.324
C -0.684 1.108 1.165
C -2.065 1.231 0.229
C -1.815 0.697 -1.301
C -2.975 -0.300 -1.890
C -4.495 0.008 -1.360
C -5.388 1.193 -2.058
S -4.677 2.208 -3.502
C -6.882 1.478 -1.443
I -8.064 3.100 -2.381
C -7.392 0.576 -0.168
C -8.893 0.901 0.483
C -8.754 1.694 1.934
C -7.863 3.072 1.849
O -8.703 4.283 1.684
C -6.500 -0.643 0.541
N -7.153 -1.372 1.681
C -6.182 -2.391 2.208
C -4.680 -2.688 1.655
N -4.093 -1.961 0.479
C -5.022 -0.920 -0.076
H 0.295 1.040 0.527
H -0.700 2.077 1.861
H -2.894 0.663 0.828
H -2.259 2.405 0.148
H -1.593 1.561 -2.088
H -0.808 0.056 -1.268
H -2.722 -1.460 -1.770
H -2.994 -0.124 -3.071
H -4.952 1.480 -4.675
H -9.444 -0.123 0.742
H -9.589 1.499 -0.245
H -9.845 1.962 2.337
H -8.284 1.004 2.785
H -7.334 3.191 2.909
H -6.999 3.051 1.059
H -9.382 4.149 0.948
H -6.551 -3.048 3.135
H -4.025 -3.537 2.159
C 5.639 -0.120 -1.226
C 4.543 0.795 -0.720
O 3.261 0.406 -1.246
C 2.469 -0.553 -0.713
C 3.041 -1.467 0.331
O 1.328 -0.720 -1.131
H 5.484 -1.152 -0.903
H 6.617 0.212 -0.865
H 5.653 -0.131 -2.321
H 4.515 0.860 0.373
H 4.730 1.813 -1.083
H 3.400 -2.381 -0.150
H 2.249 -1.717 1.043
H 3.845 -1.022 0.914
C 12.239 -1.095 -1.301
C 11.143 -0.180 -0.795
O 9.861 -0.569 -1.321
C 9.069 -1.528 -0.788
C 9.641 -2.442 0.256
O 7.928 -1.695 -1.206
H 12.084 -2.127 -0.978
H 13.217 -0.763 -0.940
H 12.253 -1.106 -2.396
H 11.115 -0.115 0.298
H 11.330 0.838 -1.158
H 10.000 -3.356 -0.225
H 8.849 -2.692 0.968
H 10.445 -1.997 0.839

**Total charge**: 0
**SMILES**: O=S(=O)(Cl)CCCCc1c(S)c(I)c(CCCO)c2nccnc12.CCOC(C)=O.CCOC(C)=O
**LUMO level**: -0.049 hartree

Atom charges from the Mulliken analysis, given in e for atoms 1 to 8:
1 O -0.55
2 S 1.04
3 O -0.59
4 Cl -0.17
5 C -0.34
6 C -0.39
7 C 0.03
8 C -0.97

=====

# C40H38BiBrI2N11O2Sb

A molecular structure, C40H38BiBrI2N11O2Sb (ωB97M-V/def2-TZVPD, OMol25).

CARTESIAN COORDINATES (ANGSTROEM)
Bi 0.148 -2.216 2.258
O -0.542 0.847 5.583
C 0.661 1.447 5.634
C 0.783 2.469 6.634
C 2.041 2.953 6.803
C 3.024 2.693 5.862
C 2.814 1.930 4.744
C 1.633 1.192 4.723
C 1.541 0.075 3.717
O 0.253 -0.388 3.284
N 2.267 -1.068 4.250
N 2.169 -2.263 3.507
C 3.172 -3.099 3.708
C 3.638 -4.042 2.785
Br 2.417 -4.856 1.436
C 4.863 -4.723 2.833
C 6.059 -4.260 3.482
C 7.040 -5.198 3.990
C 8.255 -4.724 4.435
C 8.564 -3.369 4.437
C 7.571 -2.432 4.074
C 6.296 -2.896 3.742
H -0.587 0.313 4.733
H -0.016 2.751 7.356
H 2.239 3.614 7.656
H 4.008 3.084 6.036
H 3.465 1.942 3.855
H 2.003 0.516 2.801
H 3.227 -0.849 4.454
H 3.743 -2.971 4.626
H 4.857 -5.723 2.425
H 6.889 -6.267 3.805
H 9.009 -5.454 4.719
H 9.531 -2.997 4.708
H 7.725 -1.352 4.058
H 5.556 -2.077 3.477
N -3.330 -3.812 1.913
C -2.666 -4.060 3.086
N -3.050 -5.098 3.843
N -2.185 -4.994 4.877
N -1.320 -4.046 4.760
N -1.649 -3.333 3.615
C -3.429 -2.557 1.347
N -4.267 -2.241 0.339
N -3.867 -0.987 -0.027
N -2.951 -0.552 0.823
N -2.661 -1.556 1.702
H -4.151 -4.451 1.708
I 0.313 -0.525 -0.753
C 0.767 -2.719 -1.586
I -0.706 -4.337 -1.836
H 1.513 -3.117 -0.867
H 1.194 -2.399 -2.530
C -3.176 2.515 -0.373
C -3.497 3.509 -1.432
C -4.309 4.564 -1.038
C -4.708 5.491 -1.941
C -4.280 5.426 -3.297
C -3.403 4.336 -3.653
C -3.145 3.336 -2.746
Sb -2.049 1.530 -3.236
C -0.812 2.489 -4.789
C -1.265 2.609 -6.092
C -0.820 3.641 -6.930
C 0.373 4.302 -6.620
C 1.010 4.015 -5.376
C 0.405 3.208 -4.388
C 1.076 2.876 -3.076
C -3.388 0.535 -4.665
C -4.711 0.952 -4.736
C -5.548 0.274 -5.602
C -5.155 -0.893 -6.249
C -3.892 -1.395 -6.052
C -2.932 -0.629 -5.314
C -1.540 -1.102 -5.128
H -3.794 2.685 0.502
H -2.126 2.417 -0.135
H -3.558 1.566 -0.726
H -4.667 4.583 0.013
H -5.341 6.324 -1.570
H -4.517 6.183 -4.063
H -3.015 4.341 -4.661
H -1.967 1.902 -6.446
H -1.413 3.901 -7.789
H 0.853 5.033 -7.304
H 2.032 4.249 -5.175
H 2.118 3.221 -3.067
H 1.232 1.807 -2.966
H 0.527 3.352 -2.208
H -4.999 1.815 -4.180
H -6.553 0.727 -5.882
H -5.837 -1.409 -6.902
H -3.544 -2.369 -6.434
H -1.321 -1.875 -5.890
H -1.443 -1.562 -4.150
H -0.771 -0.298 -5.277

**Total charge**: 0
**Relative energy (zero: lowest compared OMol25 entry of this formula, charge and spin)**: 621.5 kJ/mol
**LUMO level**: -0.106 hartree

Atom charges from the Mulliken analysis, given in e for atoms 1 to 8:
1 Bi 1.67
2 O -0.66
3 C 0.72
4 C -0.69
5 C -0.32
6 C -0.59
7 C -0.71
8 C -0.03

=====

# C39H106N6O11

11 unconnected molecules or ions with the total composition C39H106N6O11 (ωB97M-V/def2-TZVPD, OMol25).

CARTESIAN COORDINATES (ANGSTROEM)
C 0.232 -0.246 -8.383
O -0.619 0.154 -7.351
C -0.445 -0.560 -6.207
C -1.656 -0.593 -5.305
C -1.347 -1.219 -4.009
N -2.831 -1.328 -5.908
H 0.190 0.527 -9.183
H 0.000 -1.249 -8.751
H 1.264 -0.294 -8.043
H -0.183 -1.624 -6.524
H 0.453 -0.202 -5.649
H -1.990 0.445 -5.259
H -0.821 -0.544 -3.339
H -0.784 -2.127 -4.142
H -2.333 -1.418 -3.611
H -2.906 -0.969 -6.835
H -2.507 -2.288 -5.957
C -0.593 6.409 1.339
O -0.112 5.287 2.030
C 0.605 5.626 3.204
C 1.122 4.367 3.825
C 2.055 3.648 2.854
N 0.110 3.368 4.216
H -1.161 5.959 0.534
H 0.246 6.999 0.961
H -1.241 7.033 1.926
H 1.389 6.325 2.953
H -0.104 6.180 3.862
H 1.680 4.684 4.722
H 2.753 4.322 2.371
H 1.492 3.216 2.025
H 2.627 2.836 3.324
H -0.708 3.825 4.563
H -0.194 2.791 3.430
C 0.724 -5.841 6.728
O 1.213 -5.622 5.442
C 0.261 -4.926 4.695
C 0.845 -4.501 3.331
C 1.986 -3.525 3.480
N -0.229 -3.941 2.481
H -0.160 -6.513 6.731
H 0.584 -4.858 7.208
H 1.532 -6.336 7.236
H -0.670 -5.519 4.515
H -0.021 -4.050 5.237
H 1.126 -5.431 2.852
H 2.561 -3.607 2.529
H 2.563 -3.748 4.355
H 1.619 -2.523 3.571
H -0.535 -3.044 2.870
H -1.055 -4.547 2.565
C 5.940 -3.282 -2.291
O 4.891 -2.649 -1.560
C 5.240 -1.393 -1.090
C 4.112 -0.901 -0.184
C 4.397 0.495 0.443
N 3.838 -1.859 0.903
H 6.858 -3.535 -1.772
H 6.199 -2.682 -3.113
H 5.545 -4.157 -2.790
H 6.171 -1.404 -0.520
H 5.387 -0.731 -1.952
H 3.246 -0.839 -0.819
H 5.366 0.650 0.875
H 3.637 0.616 1.271
H 4.210 1.232 -0.348
H 3.739 -2.775 0.549
H 4.673 -1.931 1.511
C 1.382 -4.069 -6.417
O 1.050 -3.426 -5.210
C 1.734 -3.992 -4.105
C 1.396 -3.222 -2.800
C 1.702 -1.743 -2.969
N 1.969 -3.851 -1.619
H 0.872 -3.617 -7.284
H 1.155 -5.153 -6.328
H 2.471 -4.035 -6.608
H 1.418 -5.068 -4.031
H 2.810 -3.912 -4.322
H 0.294 -3.382 -2.659
H 1.420 -1.211 -2.079
H 1.185 -1.283 -3.817
H 2.749 -1.650 -3.240
H 1.516 -3.595 -0.748
H 2.985 -3.687 -1.572
C 0.084 3.069 -0.303
O -0.238 1.956 0.591
C 0.458 0.795 0.296
C 0.003 -0.458 1.082
C 0.207 -0.081 2.626
N 0.556 -1.639 0.508
H -0.573 3.925 -0.085
H -0.168 2.774 -1.331
H 1.126 3.342 -0.159
H 0.292 0.568 -0.756
H 1.533 0.929 0.440
H -1.080 -0.451 1.024
H 1.272 0.092 2.937
H -0.166 -0.905 3.224
H -0.416 0.806 2.845
H 0.003 -2.396 0.872
H 1.544 -1.730 0.696
C -3.498 -1.945 1.279
C -3.584 -2.238 -0.192
C -3.645 -3.752 -0.491
O -4.767 -1.571 -0.724
H -2.520 -2.387 1.666
H -4.252 -2.467 1.897
H -3.517 -0.895 1.516
H -2.704 -1.791 -0.673
H -4.478 -4.228 0.010
H -2.736 -4.179 -0.045
H -3.604 -3.885 -1.573
H -4.914 -1.786 -1.650
C 0.566 1.759 7.692
C 1.372 0.869 6.784
C 0.540 -0.302 6.368
O 1.854 1.631 5.657
H 1.135 2.698 7.845
H 0.413 1.357 8.680
H -0.378 2.063 7.189
H 2.273 0.510 7.282
H -0.179 0.084 5.636
H 0.007 -0.674 7.251
H 1.016 -1.151 5.878
H 1.149 2.243 5.357
C -3.208 1.285 -1.380
C -4.699 1.624 -1.558
C -5.125 0.880 -2.752
O -5.461 1.354 -0.414
H -3.231 0.226 -1.178
H -2.711 1.699 -0.489
H -2.540 1.498 -2.153
H -4.860 2.697 -1.660
H -6.140 1.035 -3.153
H -5.035 -0.174 -2.603
H -4.501 1.230 -3.551
H -5.298 0.428 -0.172
C -3.313 3.076 4.267
C -3.250 4.142 3.149
C -3.819 3.600 1.816
O -3.940 5.330 3.579
H -2.697 3.401 5.094
H -2.864 2.149 3.958
H -4.354 2.804 4.560
H -2.199 4.297 2.977
H -4.849 3.223 1.941
H -3.235 2.751 1.561
H -3.811 4.279 0.965
H -4.454 5.610 2.796
C -0.594 3.546 -4.657
C 0.864 3.664 -5.079
C 1.851 3.755 -3.835
O 1.230 2.525 -5.816
H -0.864 4.392 -4.052
H -0.736 2.676 -4.051
H -1.247 3.493 -5.517
H 0.968 4.573 -5.706
H 1.478 3.029 -3.084
H 1.742 4.758 -3.424
H 2.902 3.541 -4.040
H 0.434 2.278 -6.306

**Total charge**: 0
**Relative energy (zero: lowest compared OMol25 entry of this formula, charge and spin)**: 0.0 kJ/mol
**SMILES**: COC[C@H](C)N.COC[C@H](C)N.COC[C@H](C)N.COC[C@H](C)N.COC[C@H](C)N.COC[C@H](C)N.CC(C)O.CC(C)O.CC(C)O.CC(C)O.CC(C)O
**LUMO level**: 0.022 hartree

Atom charges from the Mulliken analysis, given in e for atoms 1 to 8:
1 C -0.79
2 O -0.46
3 C 0.19
4 C 0.42
5 C -0.35
6 N -0.83
7 H 0.29
8 H 0.34

=====

| no. | DFT total energy (eV) | strongest force on any atom (hartree/bohr) |
| --- | --- | --- |
| 1 | -69949.99751 | 0.0133 |
| 2 | -83993.05679 | 0.1529 |
| 3 | -161194.21975 | 0.0794 |
| 4 | -73621.18281 | 0.0716 |